Entry 1:
Entry from OMol25: a cluster of 2 separate species, C14H37N7OP in total at a distorted geometry (ωB97M-V/def2-TZVPD).

```
60
C14H37N7OP | OMol25 | ωB97M-V/def2-TZVPD
C 1.047 -1.712 1.344
C 2.227 -0.721 1.235
C 3.560 -1.465 1.205
C 3.679 -2.494 0.070
N 4.737 -0.562 1.269
C 5.062 0.338 0.389
N 4.301 0.571 -0.762
C 5.231 1.428 -1.558
C 5.795 2.310 -0.440
C 6.896 3.250 -0.891
N 6.313 4.360 -1.676
N 6.157 1.146 0.445
H 0.532 -1.587 2.293
H 1.372 -2.750 1.303
H 0.324 -1.543 0.549
H 2.078 -0.086 0.365
H 2.228 -0.115 2.143
H 3.594 -2.023 2.142
H 3.049 -2.159 -0.757
H 4.685 -2.556 -0.338
H 3.304 -3.469 0.361
H 5.347 -0.650 2.070
H 3.527 1.186 -0.517
H 6.069 0.837 -1.921
H 4.712 1.935 -2.362
H 4.954 2.787 0.076
H 7.405 3.719 -0.050
H 7.580 2.726 -1.555
H 5.385 4.559 -1.320
H 6.187 4.080 -2.641
H 6.451 1.413 1.377
O -2.431 -1.159 -0.300
P -3.745 -0.452 -0.081
N -4.448 -1.725 0.877
C -5.870 -1.940 1.077
C -3.745 -1.978 2.133
N -4.380 -0.444 -1.686
C -5.517 -1.265 -2.067
C -3.371 -0.512 -2.741
N -4.916 0.713 0.530
C -5.467 1.723 -0.392
C -4.300 1.481 1.650
H -6.353 -1.159 1.679
H -6.012 -2.889 1.598
H -6.415 -2.039 0.145
H -3.985 -1.235 2.908
H -2.667 -1.974 1.974
H -4.012 -2.960 2.526
H -5.324 -2.338 -1.944
H -5.769 -1.077 -3.113
H -6.415 -0.992 -1.514
H -2.999 -1.531 -2.895
H -2.521 0.131 -2.519
H -3.806 -0.162 -3.680
H -4.698 2.251 -0.959
H -6.027 2.457 0.192
H -6.175 1.284 -1.088
H -3.485 2.123 1.301
H -3.891 0.807 2.405
H -5.046 2.106 2.138
```

HOMO energy   -9.961 eV
Charge   +1
Gap between HOMO and LUMO   7.0539 eV
E_tot   -36878.012 eV

Entry 2:
Entry from OMol25: a cluster of 7 separate species, C14H38IN5O5 in total at a distorted geometry (ωB97M-V/def2-TZVPD).

```
63
C14H38IN5O5 | OMol25 | ωB97M-V/def2-TZVPD
O 10.433 28.929 -12.320
H 10.328 29.905 -12.081
H 9.838 28.660 -13.062
H 10.345 28.310 -11.546
I 8.110 28.428 -15.102
O 12.374 24.762 -11.663
C 12.353 25.609 -12.560
N 13.214 26.635 -12.616
C 11.295 25.536 -13.642
H 13.933 26.685 -11.919
H 13.029 27.408 -13.269
H 11.802 25.342 -14.594
H 10.990 26.573 -13.812
H 10.459 24.866 -13.509
O 9.509 26.824 -10.978
C 9.807 26.316 -9.900
N 10.685 25.295 -9.807
C 9.118 26.714 -8.603
H 10.770 24.839 -8.915
H 11.073 24.807 -10.614
H 8.992 27.792 -8.550
H 9.715 26.324 -7.780
H 8.126 26.265 -8.565
O 12.743 28.688 -14.410
C 12.753 28.727 -15.647
N 11.773 28.211 -16.387
C 13.833 29.445 -16.407
H 10.980 27.790 -15.912
H 11.792 28.150 -17.387
H 14.832 29.024 -16.297
H 13.896 30.496 -16.124
H 13.634 29.455 -17.481
O 11.504 29.143 -9.799
C 12.336 29.274 -8.901
N 13.620 28.969 -9.119
C 11.970 29.776 -7.526
H 14.268 28.960 -8.352
H 13.807 28.530 -10.007
H 12.553 30.602 -7.119
H 12.069 28.969 -6.796
H 10.930 30.097 -7.533
C 12.526 32.090 -13.025
C 11.497 32.409 -11.961
N 10.257 31.646 -12.195
C 9.303 32.013 -11.129
C 8.052 31.139 -11.085
C 9.661 31.970 -13.507
C 9.430 33.455 -13.847
H 12.624 31.011 -13.162
H 13.515 32.392 -12.665
H 12.373 32.617 -13.966
H 12.029 32.226 -11.026
H 11.247 33.477 -11.959
H 9.791 31.863 -10.161
H 9.041 33.075 -11.171
H 7.390 31.316 -11.927
H 8.298 30.077 -11.021
H 7.567 31.324 -10.124
H 8.723 31.427 -13.646
H 10.210 31.430 -14.284
H 8.882 34.058 -13.130
H 8.854 33.387 -14.773
H 10.369 33.939 -14.120
```

HOMO energy   -6.930 eV
Charge   0
Gap between HOMO and LUMO   7.1449 eV
E_tot   -40926.089 eV

Entry 3:
Entry from OMol25: a structure of composition C14H38LiN4O4P2S at a distorted geometry (ωB97M-V/def2-TZVPD).

```
64
C14H38LiN4O4P2S | OMol25 | ωB97M-V/def2-TZVPD
Li 9.756 -11.872 1.977
C 7.651 -8.981 6.107
N 7.834 -9.995 5.092
C 8.078 -11.332 5.579
P 8.248 -9.614 3.567
O 8.148 -10.844 2.733
O 9.814 -9.038 3.613
P 11.271 -9.793 3.470
O 11.175 -10.743 2.306
N 12.315 -8.544 3.358
C 13.696 -8.905 3.085
C 11.972 -7.119 3.513
N 11.610 -10.560 4.869
C 11.992 -11.996 4.903
C 11.957 -9.719 6.068
N 7.445 -8.271 3.167
C 7.802 -7.703 1.824
C 5.999 -8.155 3.375
H 8.520 -9.093 6.801
H 6.744 -9.093 6.784
H 7.681 -7.969 5.712
H 8.797 -11.356 6.380
H 8.530 -11.949 4.832
H 7.139 -11.862 5.865
H 13.862 -9.979 3.162
H 14.323 -8.387 3.820
H 14.026 -8.610 2.122
H 11.056 -6.948 4.091
H 11.907 -6.637 2.552
H 12.787 -6.645 4.058
H 11.604 -12.487 4.022
H 11.577 -12.445 5.809
H 13.123 -12.096 4.886
H 11.083 -9.112 6.333
H 12.846 -9.105 5.860
H 12.174 -10.390 6.902
H 8.879 -7.709 1.667
H 7.530 -6.647 1.803
H 7.293 -8.284 1.107
H 5.672 -8.754 4.245
H 5.503 -8.543 2.453
H 5.811 -7.102 3.538
C 11.572 -15.902 2.139
C 10.300 -16.775 2.000
C 9.021 -16.019 1.746
S 8.902 -14.716 3.029
O 9.775 -13.600 2.541
C 7.192 -14.240 2.672
C 6.192 -15.127 3.314
C 6.210 -15.160 4.849
H 12.384 -16.592 2.401
H 11.558 -15.214 3.011
H 11.781 -15.339 1.228
H 10.161 -17.415 2.886
H 10.428 -17.366 1.074
H 8.175 -16.635 1.910
H 8.968 -15.473 0.810
H 6.935 -14.179 1.619
H 7.153 -13.225 3.096
H 6.217 -16.113 2.919
H 5.183 -14.809 3.020
H 7.232 -15.058 5.207
H 5.771 -16.092 5.185
H 5.633 -14.306 5.235
```

HOMO energy   -11.796 eV
Charge   +1
Gap between HOMO and LUMO   10.0408 eV
E_tot   -58904.036 eV